The following is a quantum chemistry calculation of a structure of composition C30H86B3Mn2O16 at a distorted geometry, from the OMol25 dataset.

Atoms and positions in Å:
H -1.95932 -1.92623 2.81140
H -0.61997 -4.46441 -1.27530
H -1.00494 0.14533 3.19030
H 3.42630 7.95616 2.63275
B 4.16252 -2.02242 2.09505
H -0.02817 -0.02335 -4.47401
O -3.55920 -3.10295 2.26477
H -3.71292 -0.46542 -3.32526
H -0.46903 5.36966 1.33834
O 1.95803 7.03987 1.61982
H 3.69595 -1.21521 2.76309
C -1.94090 -3.71645 3.98140
H 5.11262 -2.34384 2.65722
C 0.45053 4.16814 -0.94678
H 2.51090 2.31938 -3.13277
H 2.41061 0.82965 3.11246
C 0.06601 2.45758 -5.19296
H 2.52754 3.24774 0.67023
H 3.57996 1.68719 4.10599
H 3.81253 3.63810 2.02604
H 1.80484 -3.18099 5.33311
C -2.88049 -0.41251 4.09151
H -0.76909 1.83878 -5.54971
C -5.43642 -3.99926 -5.38948
C -2.22871 -2.98544 2.70369
O -2.43385 1.56573 2.69859
H 0.68627 -0.15215 -1.29314
O -2.68399 -3.17049 5.04494
C 4.16571 -0.75573 -5.59215
C 0.28707 -0.69499 0.76303
H 5.12208 -0.24324 -5.58919
H -0.67432 6.17602 -0.15518
C 1.96378 -1.07790 4.90728
H -0.05186 7.71752 1.70893
C -3.37973 -3.23161 -4.57800
C -3.79316 -2.63809 0.96744
H -0.19217 2.95402 -4.24999
O 3.80608 -2.80940 4.98171
H -2.12228 -4.78285 3.80900
O 1.17994 1.62586 -5.01548
H 1.99933 -1.40405 -4.06539
H -0.86876 -3.52417 4.11722
O 3.17576 0.10078 -5.05040
H -1.95185 2.13111 0.71280
H -2.69900 1.47756 -5.49008
C -2.43403 -3.81515 6.28470
H -2.12309 -0.38967 2.04341
H -3.70227 -3.34784 0.13530
H -2.92323 -3.95437 -5.26308
H -0.13459 -3.08235 -2.20791
C 4.09674 -4.07860 5.55822
B 3.52025 2.22205 -2.59087
H 4.37037 2.61611 -3.26438
H 1.06889 0.58541 -3.22326
H -3.92636 -0.29381 3.81664
H -1.97522 -0.72474 -1.40675
C 0.94591 0.45159 -4.29943
H -0.80165 -0.83433 5.49963
H 0.80871 7.90160 0.19238
H 1.64758 -1.09908 -5.72879
H -1.51027 0.47233 -7.24646
B 3.57092 3.00322 1.09822
C -1.58484 2.18920 1.73459
C 1.11691 0.07640 -0.30867
H -1.55445 -2.37097 -3.84808
H 0.41078 -0.17933 1.72404
H 4.02234 -3.89635 6.63790
H -1.43447 -2.91154 -1.05109
H -0.52727 1.94758 1.86181
H -2.73019 -4.86269 6.18231
H -0.90885 -1.17098 -6.93952
C -1.92555 0.35534 -1.55945
C -2.07653 0.21974 2.95439
H 4.35568 3.20609 0.31110
H -1.36207 -3.74539 6.49485
H -4.00465 0.42607 -5.59821
H 3.68148 1.89425 1.27521
H -5.65724 -3.14081 -6.02634
Mn 3.82172 1.46739 -0.52299
H 5.12108 -4.30532 5.27712
C 2.51881 8.23114 2.09805
H -2.98808 -3.33807 7.08775
H 1.26248 -0.74498 5.68310
H -1.63908 3.22706 2.07421
H -1.35979 0.25782 6.88955
C 2.72791 1.00977 4.14019
H -2.54970 -1.45065 4.19439
O -4.69624 -3.63463 -4.24662
O 2.50929 -0.14257 -0.36029
C -1.76075 -0.49964 -6.82063
H 1.99410 1.58003 4.72834
H -4.78953 -4.65452 -5.99400
O 1.06303 5.15726 -0.10765
O 0.77792 -1.99795 0.96824
H 3.30894 2.83976 -1.67225
H -3.07797 -1.84574 0.70859
H 3.43584 -4.92730 5.35953
H -3.47183 -2.31070 -5.16241
O -1.90796 0.51619 -2.97620
H 0.27176 3.20693 -5.95688
O 3.03633 -0.18714 4.80203
O -2.14882 -0.49403 -5.46927
H -1.03960 0.85920 -1.18012
C -2.44051 -2.86887 -3.43456
H 3.44573 -2.89708 1.96100
H -2.49480 -1.00879 -7.45784
C -1.33138 0.07239 5.81773
H 2.58336 -2.31818 6.57332
H -0.61086 4.02744 -0.73443
H -0.70252 0.86180 5.37521
C 2.53688 -2.37499 5.47857
H 3.78738 1.15240 -2.36407
H -1.50500 -3.39163 1.98448
H 1.89127 8.76176 2.82735
H -2.86294 -2.17981 -2.69383
H 1.46365 -1.24409 3.94938
H -3.85728 1.23440 -3.20492
H 0.95154 3.22675 -0.70762
O -2.64745 0.17950 5.35752
H 0.94331 1.14911 -0.14563
H 3.80043 -1.09464 -6.56859
C 1.96635 -0.59225 -4.80624
H 4.28589 -1.68815 -5.02502
H 4.43613 -1.59875 1.06589
H -2.78784 0.84582 -1.09490
C -3.17625 0.45860 -3.57854
C 0.69265 7.23309 1.05998
H 2.71364 8.94837 1.29230
C 0.10222 5.92829 0.58601
C -1.01404 -3.59408 -1.79636
O -1.94426 -4.00416 -2.76267
H -6.26715 -4.66641 -5.17676
H -0.75239 -0.69680 0.41631
H 0.71627 4.47170 -1.95858
Mn 2.74854 -2.22445 0.39696
C -3.05173 0.53058 -5.06215
H -4.80266 -2.23021 0.90369

Output
frontier orbital gap (alpha / beta) = 7.68 / 7.60 eV
expectation value of S² = 30.011
E_HOMO (alpha / beta) = -6.0 / -6.2 eV
multiplicity = 11
net charge = -1
ΔE to the lowest compared entry with this formula, charge and spin = 0.00 kJ/mol



The following is a quantum chemistry calculation of a structure of composition C42H41AsF7O12Sn at a distorted geometry, from the OMol25 dataset.

Atoms and positions in Å:
H 33.94764 8.93613 -12.86148
O 43.58280 5.52083 -12.33523
C 37.16345 5.47610 -16.02298
F 37.81241 11.29687 -14.40970
F 36.48188 12.46849 -12.57354
F 35.46857 11.72583 -14.58041
H 33.90898 15.69695 -11.12096
H 42.90590 13.29804 -12.54084
C 34.11638 12.67925 -8.98324
C 32.07057 15.87883 -14.00529
H 43.72548 7.47699 -14.15184
C 33.63226 15.68071 -12.16607
H 39.32899 19.89932 -13.87724
C 42.80742 7.38941 -13.57871
C 42.03841 13.20322 -11.90463
H 31.73099 6.31013 -13.31580
H 39.41085 17.98211 -15.33917
H 38.89666 9.08685 -13.11977
F 34.98115 10.60755 -12.44556
C 38.19542 16.05228 -12.17389
C 33.26709 4.86219 -13.42249
H 44.47577 5.80963 -12.53811
H 42.08586 9.12297 -14.65204
H 38.51723 13.58668 -12.65545
C 34.76312 13.42221 -6.78079
H 38.22330 17.97148 -11.21448
O 40.39638 14.98540 -9.14387
C 41.00602 12.35824 -12.29566
H 38.52685 3.81968 -16.48505
F 35.27417 14.73040 -15.27975
H 36.47860 5.31408 -12.42242
H 39.23620 15.51775 -15.35992
H 35.54789 14.84082 -12.74451
C 39.80602 12.31204 -11.59488
H 32.86148 15.52499 -15.96884
C 35.95533 13.90195 -7.31369
H 42.49060 14.87912 -10.65513
C 40.48277 7.39065 -12.17435
H 35.68945 7.58243 -12.18302
C 38.44498 15.41710 -13.37969
H 40.75225 10.78051 -13.46897
H 38.63286 13.18894 -10.10098
C 34.60159 4.55575 -13.19462
C 39.04501 17.47322 -14.45775
C 32.39802 16.07462 -12.66533
C 33.06929 15.53766 -14.90601
O 40.75534 5.14483 -16.54201
C 42.62929 6.46516 -12.56376
H 37.95259 15.46632 -11.29736
H 39.54970 7.53620 -11.63838
O 38.30894 14.03809 -13.49245
H 39.91383 14.54369 -8.43369
O 35.80243 7.28187 -15.55756
C 34.59883 15.25176 -13.06801
C 39.51364 5.68838 -16.37183
H 35.78742 8.15952 -15.14606
F 36.20846 9.42226 -14.17406
H 37.07768 14.29986 -9.08128
F 37.42151 10.15857 -12.20596
H 40.28194 7.65222 -16.21599
H 36.19959 4.98061 -16.05774
C 36.15767 13.89086 -8.68007
H 31.06622 16.13455 -14.30957
C 40.63812 14.01085 -10.08977
H 40.66392 4.30270 -16.99937
H 32.57726 4.09956 -13.75791
C 41.87364 8.36991 -13.90889
C 33.86047 12.79466 -7.63032
Sn 37.34972 12.78546 -16.10819
C 38.92918 16.09106 -14.48876
H 34.54563 13.51159 -5.72604
C 38.36620 4.88269 -16.34245
O 36.83595 14.58348 -6.47746
C 38.72955 18.13131 -13.26859
C 38.42186 17.42317 -12.12652
O 35.04744 3.27373 -13.41368
H 41.25043 5.70518 -11.09443
C 34.97976 6.80222 -12.43503
C 33.66529 7.13074 -12.73839
O 38.69858 19.49258 -13.27685
H 35.50094 13.20639 -10.58736
H 38.98953 11.68527 -11.90848
O 33.31568 11.90391 -9.78286
C 39.37673 7.05428 -16.19775
H 38.13887 8.75017 -15.74175
C 38.18684 7.67482 -15.81770
H 36.44157 15.43468 -6.26460
O 41.16245 11.66638 -13.46388
O 33.18486 8.42536 -12.56713
C 34.30227 15.19696 -14.40754
H 35.98533 3.30500 -13.62493
C 39.65812 13.09499 -10.44743
C 40.72974 8.37039 -13.12110
C 32.78674 6.13964 -13.15787
H 33.82932 11.61919 -10.54535
As 36.40666 10.93903 -13.33234
C 35.42062 5.49326 -12.58448
C 41.40353 6.39240 -11.91427
O 39.73829 9.25388 -13.55748
H 32.99183 12.32588 -7.18572
H 31.58525 16.29255 -11.98425
C 37.06408 6.85180 -15.85091
C 35.25544 13.26378 -9.53607
C 41.76434 14.10785 -10.88620

Output
frontier orbital gap = 2.49 eV
E_HOMO = -9.6 eV
net charge = +1
ΔE to the lowest compared entry with this formula, charge and spin = 88.56 kJ/mol



The following is a quantum chemistry calculation of a cluster of 7 separate species, C30H32Cl6N4O8 in total at a distorted geometry, from the OMol25 dataset.

Atoms and positions in Å:
H 4.97816 10.36033 -4.50489
H -1.65129 2.19354 13.48575
H 5.16137 5.64717 -3.18261
Cl -0.69292 -6.91806 -0.74955
C -5.18628 -1.94743 -5.54064
H 1.70520 -0.49165 -7.19785
H -1.87316 -0.30013 -1.44312
C -1.34875 2.03715 12.46085
C 5.73864 7.65943 -2.76960
C -0.97297 3.05185 10.31377
O -4.44173 -4.68065 -5.38907
C -1.53005 -1.38239 0.37495
C -6.03689 -0.26262 -3.99368
O 0.01717 -1.65648 10.89847
C 1.16829 -2.62198 -7.22931
H -6.16211 0.78362 -3.75680
C -2.99295 -7.71790 -1.52483
H -7.57018 -0.91428 -2.63749
H -4.88231 0.07824 -5.90320
C -0.40410 1.79672 9.91639
Cl 0.40951 -3.79904 -8.27010
Cl -4.51832 -8.67339 -1.25478
C 5.10438 9.30322 -4.32326
H 6.19148 9.73356 -2.58772
C -5.83687 -2.94178 -4.79287
C 0.04190 -0.24505 1.81191
C 4.53805 8.32226 -5.15672
H -0.69826 -0.07035 12.66733
C -0.68539 -1.38234 1.55158
C -0.31124 0.69349 10.72662
C -5.26993 -0.61068 -5.16731
O 3.15675 6.29984 -6.62536
Cl 2.08942 -1.45471 -9.38589
H -2.13759 -2.25885 0.20433
C 4.86760 -2.93156 4.81384
C -0.72473 0.80174 12.03080
H -2.62088 -7.73541 0.53818
N 3.88526 5.96628 -5.68962
O 0.57380 2.56217 -0.88398
H 5.61151 -2.46286 2.79382
C 1.22524 -1.21508 -7.85694
H -1.91382 3.96936 11.96827
H 6.21485 7.37890 -1.84174
H -0.98136 3.78620 9.52190
C 5.76642 8.94403 -3.18968
H 0.57011 -0.23207 2.75383
C 4.56725 6.98182 -4.77313
O 4.10167 4.79165 -5.37225
Cl 5.58874 -4.66749 4.91462
C -6.65946 -2.49721 -3.71387
H -2.43542 -7.96939 -2.42706
C -1.40031 -0.31086 -0.47219
H 5.01391 -2.39642 5.75209
C 5.68406 -2.08935 3.81526
H 2.15876 -3.00171 -6.97858
Cl 5.42709 -0.26522 3.88130
H -0.76994 -2.25694 2.17953
O -0.41013 1.64569 -2.48432
C 5.14641 6.64997 -3.58332
C -0.56327 0.83212 -0.24079
H -0.11692 1.65794 8.88456
N -0.20471 1.82534 -1.27504
C -6.79315 -1.18617 -3.33655
H 0.25925 -0.76876 -8.09307
H -4.57430 -2.14896 -6.40739
H 3.95923 8.72929 -5.97262
H -3.26377 -6.66209 -1.52010
H 0.53104 -2.63182 -6.34505
H 6.73246 -2.35091 3.95856
C -2.10220 -7.98905 -0.38634
H -7.17559 -3.18622 -3.06174
C 0.12735 0.79314 0.96973
O 0.45628 -0.68771 9.05547
N 0.05611 -0.61952 10.22021
O -6.67816 -4.99276 -5.16139
N -5.63933 -4.33618 -5.16718
C -1.46122 3.06752 11.58324
H -1.71282 -9.00539 -0.32687
H 3.81614 -2.98575 4.53171
H 0.76399 1.56914 1.36838

Output
frontier orbital gap = 9.12 eV
E_HOMO = -9.9 eV
SMILES = O=[N+]([O-])c1ccccc1.O=[N+]([O-])c1ccccc1.O=[N+]([O-])c1ccccc1.O=[N+]([O-])c1ccccc1.ClCCCl.ClCCCl.ClCCCl
ΔE to the lowest compared entry with this formula, charge and spin = 333.01 kJ/mol